A cluster of 4 separate species, C36H56ClFN4O4S in total, computed with ωB97M-V/def2-TZVPD.

CARTESIAN COORDINATES (ANGSTROEM)
C1 3.0304 5.9303 1.7690
C2 2.2987 5.1341 0.6899
C3 2.7404 3.6711 0.6301
C4 2.2988 2.9566 -0.6750
C5 3.4980 2.4953 -1.5221
C6 1.3009 1.8507 -0.4112
C7 -0.0301 1.9509 -0.8217
Cl1 -0.5981 3.3593 -1.6691
C8 -0.9873 0.9720 -0.5790
C9 -0.6346 -0.1706 0.1048
C10 -1.6240 -1.2701 0.3954
O1 -2.9572 -0.8853 0.1186
C11 -3.5890 -0.0924 1.0501
C12 -3.4980 -0.3188 2.4233
C13 -4.2101 0.4933 3.2947
C14 -5.0071 1.5205 2.8152
C15 -5.0950 1.7335 1.4436
C16 -4.3871 0.9310 0.5627
C17 0.6857 -0.3148 0.5294
C18 1.6371 0.6731 0.2756
S1 3.2981 0.4312 0.8295
C19 3.0143 -0.5866 2.2317
C20 3.9118 -0.5477 3.2929
C21 3.7016 -1.3567 4.3953
C22 2.5963 -2.1983 4.4549
C23 1.7022 -2.2308 3.4024
C24 1.9157 -1.4341 2.2904
N1 0.9735 -1.5098 1.2360
F1 1.5172 -2.4465 0.2604
H1 2.6658 5.6573 2.7613
H2 2.9132 7.0049 1.6285
H3 4.1023 5.7129 1.7428
H4 1.2263 5.1595 0.9093
H5 2.4381 5.6098 -0.2851
H6 3.8283 3.6183 0.7342
H7 2.3224 3.1498 1.4953
H8 1.7759 3.7097 -1.2606
H9 4.3159 2.1277 -0.9004
H10 3.8946 3.3505 -2.0747
H11 3.2354 1.7134 -2.2338
H12 -2.0015 1.1074 -0.9296
H13 -1.4984 -1.6016 1.4249
H14 -1.4082 -2.1359 -0.2344
H15 -2.8907 -1.1221 2.8194
H16 -4.1496 0.3176 4.3632
H17 -5.5623 2.1517 3.4972
H18 -5.7098 2.5307 1.0423
H19 -4.4519 1.0758 -0.5106
H20 4.7555 0.1295 3.2452
H21 4.4027 -1.3148 5.2198
H22 2.4351 -2.8198 5.3275
H23 0.8371 -2.8793 3.4560
C25 -3.9750 -4.8933 5.4768
C26 -3.0404 -5.3483 4.3613
C27 -1.5541 -5.1189 4.6607
O2 -1.1270 -3.7746 4.5408
C28 -1.3540 -2.9542 5.6713
N2 -3.4705 -4.7395 3.1016
H24 -4.0802 -3.8080 5.4910
H25 -4.9687 -5.3115 5.3223
H26 -3.6143 -5.2163 6.4552
H27 -3.1587 -6.4311 4.2519
H28 -0.9679 -5.6741 3.9241
H29 -1.2899 -5.5071 5.6534
H30 -1.2450 -3.5219 6.6003
H31 -2.3435 -2.4906 5.6508
H32 -0.6057 -2.1613 5.6520
H33 -2.9400 -5.1294 2.3288
H34 -3.2257 -3.7534 3.1211
C29 5.8264 0.8885 -5.4726
C30 6.4654 1.8612 -4.4876
C31 7.9465 2.1447 -4.7645
O3 8.8255 1.1035 -4.3902
C32 8.9939 0.0725 -5.3425
N3 6.2231 1.3848 -3.1245
H35 6.1305 -0.1392 -5.2714
H36 4.7414 0.9277 -5.3836
H37 6.0956 1.1307 -6.5024
H38 5.9496 2.8219 -4.5906
H39 8.2479 3.0081 -4.1656
H40 8.1002 2.4048 -5.8205
H41 8.9665 0.4685 -6.3626
H42 8.2346 -0.7075 -5.2452
H43 9.9712 -0.3752 -5.1666
H44 6.5383 2.0848 -2.4594
H45 6.8244 0.5818 -2.9600
C33 -7.1042 -1.0023 -5.0111
C34 -7.1085 0.3107 -4.2364
C35 -5.7158 0.7780 -3.7972
O4 -5.1780 0.0692 -2.7001
C36 -4.5207 -1.1462 -3.0079
N4 -8.0482 0.2028 -3.1189
H46 -6.9514 -1.8547 -4.3487
H47 -8.0638 -1.1449 -5.5065
H48 -6.3200 -1.0134 -5.7704
H49 -7.4904 1.0885 -4.9058
H50 -5.7943 1.8162 -3.4628
H51 -5.0127 0.7558 -4.6409
H52 -4.0002 -1.0799 -3.9687
H53 -5.2134 -1.9911 -3.0349
H54 -3.7921 -1.3235 -2.2178
H55 -8.1550 1.1074 -2.6709
H56 -7.6308 -0.3942 -2.4101

Atomic forces in eV per Å
C 0.117 -0.185 -0.071
C -0.078 0.015 0.165
C -0.076 0.067 0.044
C 0.132 0.051 0.106
C 0.057 0.169 0.122
C -0.218 -0.007 -0.093
C 0.073 -0.155 0.095
Cl -0.059 0.127 -0.078
C 0.017 -0.005 -0.072
C 0.084 0.058 0.065
C 0.054 -0.119 0.051
O -0.059 0.030 -0.060
C 0.086 -0.105 0.268
C -0.001 0.035 -0.162
C -0.025 0.030 0.070
C -0.101 0.123 -0.154
C 0.048 -0.054 0.027
C -0.057 0.046 -0.118
C 0.050 0.141 0.033
C 0.028 -0.133 0.021
S -0.054 0.048 0.088
C -0.018 0.012 -0.138
C 0.016 0.028 -0.074
C 0.113 0.022 0.056
C 0.153 0.042 0.131
C -0.072 -0.198 0.298
C 0.009 0.102 -0.106
N -0.261 -0.152 0.086
F 0.145 0.006 -0.095
H 0.045 0.075 0.011
H -0.109 -0.008 0.090
H -0.032 0.047 -0.005
H -0.016 0.079 -0.222
H 0.059 -0.039 -0.004
H -0.022 -0.017 -0.051
H 0.118 0.000 0.033
H -0.033 -0.110 -0.048
H -0.089 -0.084 -0.087
H -0.006 -0.064 -0.049
H 0.017 0.059 -0.050
H 0.061 0.021 0.019
H -0.008 -0.031 -0.010
H -0.076 0.058 -0.013
H 0.007 -0.003 -0.027
H 0.034 -0.019 -0.066
H 0.032 -0.032 0.013
H -0.003 -0.017 0.093
H -0.032 -0.046 0.052
H 0.013 -0.026 0.060
H -0.032 -0.026 -0.002
H -0.011 0.013 -0.054
H -0.084 0.040 -0.165
C -0.013 -0.020 0.028
C -0.071 0.075 -0.007
C 0.032 -0.096 -0.069
O -0.010 0.088 0.025
C 0.069 0.051 -0.068
N 0.154 -0.020 0.004
H 0.022 0.008 -0.007
H -0.005 0.018 -0.028
H 0.004 0.006 -0.001
H 0.031 -0.021 0.018
H 0.013 0.039 -0.014
H -0.055 -0.001 0.016
H -0.014 0.001 0.016
H -0.020 -0.041 0.037
H 0.005 -0.005 -0.003
H -0.050 -0.034 -0.005
H -0.076 0.012 0.005
C -0.026 0.009 -0.028
C -0.056 -0.086 0.000
C -0.003 0.089 0.012
O 0.001 -0.062 -0.009
C 0.046 0.009 0.038
N 0.162 0.056 0.005
H 0.023 0.005 0.006
H 0.000 -0.013 0.030
H 0.006 -0.003 0.001
H 0.025 0.028 -0.018
H 0.018 -0.024 0.019
H -0.039 -0.009 -0.008
H -0.007 -0.008 -0.015
H -0.015 0.016 -0.036
H 0.000 0.002 0.005
H -0.065 0.016 0.003
H -0.052 -0.036 -0.011
C -0.006 -0.008 -0.037
C -0.042 -0.072 0.015
C -0.007 0.072 -0.027
O 0.018 0.009 0.046
C 0.071 -0.002 0.079
N 0.090 0.070 0.036
H 0.019 0.012 0.014
H -0.016 -0.003 0.028
H 0.004 -0.001 0.006
H 0.029 0.023 -0.012
H 0.008 -0.013 0.032
H -0.032 -0.025 -0.025
H -0.008 -0.007 -0.017
H -0.002 0.010 -0.053
H -0.018 0.006 0.002
H -0.047 0.004 -0.035
H -0.033 -0.034 -0.016

Its spin multiplicity is 1. As for the total charge: 0. As for the HOMO-LUMO gap: 8.64 eV. For the LUMO energy, the calculation gives 0.38 eV. The SMILES is CCC[C@@H](C)c1c(Cl)cc(COc2ccccc2)c2c1Sc1ccccc1N2F.COC[C@@H](C)N.COC[C@@H](C)N.COC[C@@H](C)N.

Here are the Löwdin charges for atoms 1 to 6, given in e: -0.114 -0.261 -0.190 -0.358 -0.091 -0.214

***

A structure of composition C36H56I2N6O4PbSSi, computed with ωB97M-V/def2-TZVPD.

CARTESIAN COORDINATES (ANGSTROEM)
Pb1 -0.8556 -0.6779 -0.1292
C1 -3.8407 -1.8435 -1.8146
C2 -2.6868 -2.4735 -2.5772
N1 -1.6024 -1.5292 -2.8768
C3 -1.8920 -0.4490 -3.8100
C4 -1.9989 0.9480 -3.2089
C5 -2.3755 1.9962 -4.0410
C6 -2.4855 3.2670 -3.5096
C7 -2.2392 3.4618 -2.1596
C8 -1.8674 2.3737 -1.3896
C9 -1.5916 2.5189 0.0947
N2 -2.0210 1.3653 0.9088
C10 -3.4070 1.4450 1.4580
C11 -4.5163 -0.3754 -0.0075
N3 -3.5016 -1.3672 -0.4577
N4 -1.7276 1.1501 -1.9199
H1 -4.6649 -2.5657 -1.7777
H2 -4.1969 -0.9832 -2.3744
H3 -3.1082 -2.9074 -3.4940
H4 -2.2553 -3.2922 -1.9940
H5 -0.7956 -2.0433 -3.2003
H6 -2.8204 -0.6438 -4.3610
H7 -1.0982 -0.4060 -4.5593
H8 -2.5944 1.8097 -5.0857
H9 -2.7887 4.0964 -4.1371
H10 -2.3536 4.4385 -1.7066
H11 -2.0435 3.4471 0.4503
H12 -0.5055 2.6000 0.2169
H13 -1.3592 1.3305 1.6774
H14 -3.9379 2.2337 0.9226
H15 -3.3624 1.7537 2.5035
H16 -3.6677 1.0497 -0.9950
H17 -5.5103 -0.8303 -0.0516
H18 -3.5173 -2.1559 0.1777
I1 -6.6716 -0.3583 5.9492
C12 -5.7528 -0.1642 4.0773
C13 -6.3121 0.6425 3.0771
C14 -5.7263 0.7612 1.8569
I2 -6.8125 2.0701 0.5724
C15 -4.3520 0.1820 1.4523
O1 -4.5424 0.6506 -0.9725
C16 -3.9905 -0.8867 2.5279
C17 -2.8831 -1.9156 2.4599
N5 -1.5130 -1.3882 2.2547
C18 -0.4701 -2.3071 2.7499
C19 -0.2045 -3.4836 1.8474
C20 -0.0033 -4.7605 2.3581
C21 0.3358 -5.7869 1.4952
C22 0.4632 -5.5152 0.1418
C23 0.2307 -4.2203 -0.2838
N6 -0.0980 -3.2298 0.5424
C24 -4.6501 -0.9247 3.7466
H19 -7.2366 1.1705 3.2719
H20 -3.0203 -2.7234 1.7251
H21 -2.9001 -2.4297 3.4234
H22 -1.4283 -0.5402 2.8097
H23 -0.7174 -2.6752 3.7499
H24 0.4566 -1.7303 2.8084
H25 -0.1088 -4.9401 3.4205
H26 0.4973 -6.7892 1.8712
H27 0.7310 -6.2885 -0.5651
H28 0.3205 -3.9542 -1.3337
H29 -4.2864 -1.6223 4.4956
C25 4.7367 4.1180 0.3294
C26 3.6341 3.4203 1.1156
C27 3.8435 3.5888 2.6143
C28 2.2677 3.9725 0.7106
O2 3.7538 2.0208 0.8353
Si1 2.7603 0.8725 0.2328
S1 1.1023 0.5864 1.4640
O3 3.6794 -0.4715 0.0449
C29 4.7161 -1.0674 0.8394
C30 4.3007 -1.0881 2.3068
C31 4.8647 -2.4864 0.3089
C32 6.0223 -0.2999 0.6576
O4 2.2181 1.2902 -1.2693
C33 2.4776 0.7810 -2.5824
C34 3.9640 0.8980 -2.9095
C35 2.0074 -0.6707 -2.6907
C36 1.6585 1.6585 -3.5201
H30 4.7264 5.1934 0.5214
H31 4.5939 3.9475 -0.7403
H32 5.7115 3.7188 0.6163
H33 3.7780 4.6426 2.8957
H34 4.8255 3.2080 2.9027
H35 3.0786 3.0275 3.1550
H36 2.2595 5.0587 0.8193
H37 1.4890 3.5468 1.3470
H38 2.0460 3.7180 -0.3290
H39 3.3441 -1.6036 2.4171
H40 4.1814 -0.0685 2.6820
H41 5.0545 -1.6004 2.9085
H42 3.9176 -3.0235 0.4056
H43 5.6344 -3.0257 0.8659
H44 5.1476 -2.4649 -0.7461
H45 5.8976 0.7346 0.9755
H46 6.3216 -0.3083 -0.3933
H47 6.8147 -0.7654 1.2483
H48 4.5508 0.3162 -2.1972
H49 4.2784 1.9425 -2.8543
H50 4.1632 0.5260 -3.9176
H51 2.5955 -1.3124 -2.0335
H52 2.1005 -1.0245 -3.7202
H53 0.9573 -0.7320 -2.3817
H54 1.9911 2.6964 -3.4500
H55 0.6041 1.6193 -3.2309
H56 1.7643 1.3252 -4.5556

Atomic forces in eV per Å
Pb 0.150 0.090 -0.054
C 0.101 -0.015 0.104
C 0.038 0.197 0.071
N -0.032 -0.034 0.059
C -0.038 -0.032 0.152
C -0.034 0.015 0.047
C -0.027 0.003 -0.024
C -0.015 0.010 -0.061
C -0.020 0.079 0.032
C -0.014 -0.046 0.070
C 0.060 -0.123 -0.015
N -0.028 -0.032 -0.126
C -0.128 -0.137 0.000
C 0.054 0.023 0.000
N 0.008 0.193 -0.129
N -0.165 -0.011 -0.128
H -0.016 0.008 -0.015
H -0.084 0.035 -0.023
H 0.002 -0.053 -0.022
H 0.035 -0.008 -0.023
H 0.013 -0.002 0.016
H 0.003 0.020 -0.017
H 0.026 0.000 -0.031
H 0.010 -0.005 0.035
H 0.020 -0.023 0.034
H -0.002 -0.047 0.005
H -0.011 0.050 0.026
H -0.020 0.009 0.013
H 0.017 0.021 0.016
H 0.037 0.022 -0.049
H 0.033 0.034 0.018
H 0.070 -0.008 -0.018
H -0.040 -0.028 -0.008
H -0.111 0.036 -0.018
I 0.069 0.027 -0.171
C -0.077 -0.017 0.294
C 0.147 0.007 -0.079
C -0.089 -0.009 0.014
I 0.057 -0.066 0.019
C 0.106 0.060 -0.022
O -0.025 -0.163 0.117
C 0.064 -0.092 -0.084
C -0.250 0.074 -0.187
N 0.361 -0.124 -0.001
C -0.073 0.104 -0.048
C -0.076 0.012 -0.028
C 0.001 -0.005 0.101
C 0.008 -0.028 -0.007
C -0.004 -0.048 -0.024
C -0.001 0.050 -0.040
N -0.005 -0.177 0.074
C -0.009 0.156 0.000
H 0.007 -0.018 -0.019
H 0.101 0.022 -0.002
H -0.008 -0.080 0.017
H -0.062 -0.005 -0.002
H -0.020 0.009 0.055
H 0.027 0.005 0.041
H -0.007 0.016 -0.025
H -0.002 0.021 0.007
H 0.001 0.029 -0.003
H -0.011 -0.022 0.025
H 0.011 0.008 -0.055
C 0.010 -0.039 -0.031
C -0.052 0.028 0.018
C -0.011 0.001 0.014
C -0.009 -0.136 0.002
O 0.118 0.034 -0.120
Si -0.268 -0.004 0.127
S 0.050 0.037 0.254
O 0.161 0.030 -0.143
C -0.097 -0.051 0.075
C -0.053 0.057 -0.039
C -0.019 -0.065 0.003
C -0.098 0.046 -0.061
O -0.020 -0.205 -0.118
C 0.071 0.117 0.003
C -0.024 -0.041 0.059
C -0.013 0.086 0.205
C -0.061 0.050 0.025
H 0.011 -0.036 -0.013
H 0.010 0.030 0.030
H -0.024 0.010 -0.020
H 0.005 -0.044 0.011
H -0.029 0.014 -0.006
H 0.023 0.031 -0.001
H 0.000 -0.022 0.008
H 0.008 0.026 -0.045
H 0.019 0.049 0.023
H 0.041 0.019 0.012
H 0.011 -0.058 0.015
H -0.009 0.025 -0.014
H 0.041 0.019 0.003
H -0.029 0.010 -0.032
H -0.016 -0.007 0.032
H 0.018 -0.006 0.011
H -0.004 0.004 0.035
H -0.019 0.020 -0.025
H -0.009 0.019 -0.046
H -0.009 -0.038 0.007
H -0.002 0.026 0.024
H 0.007 -0.004 -0.015
H -0.010 -0.012 0.012
H 0.089 0.007 -0.132
H -0.008 -0.040 -0.009
H 0.090 0.002 -0.067
H -0.019 0.022 0.025

Its spin multiplicity is 1. As for the total charge: 0. As for the HOMO-LUMO gap: 5.26 eV. For the LUMO energy, the calculation gives 0.00 eV.

Here are the Löwdin charges for atoms 1 to 6, given in e: 1.257 -0.189 -0.211 -0.121 -0.148 -0.264